Formula: C12H28BNO8S
Source: the OMol25 dataset
Level of theory: ωB97M-V/def2-TZVPD

The geometry in ORCA input format:
```
! wB97M-V def2-TZVPD RIJCOSX def2/J DEFGRID3
* xyz 0 1
S 2.61711 0.23452 2.57478
O 2.83754 0.40328 3.97961
O 0.11809 -3.27585 -3.91145
O -1.46367 -0.80373 3.48210
O 3.70587 0.33611 1.65953
O 1.96668 -1.19459 2.33093
O -2.16119 2.39836 2.16175
O -1.35610 0.67946 0.78394
O -0.97017 0.87457 -2.12064
N 1.35555 -0.59925 -3.67107
C 0.40456 0.81082 -1.76658
C 1.71189 -1.76916 -2.88497
C -0.10923 -0.39568 3.33062
C 1.36222 0.66034 -2.94141
C -2.03268 3.37167 3.19670
C 0.52593 -1.31777 2.30264
C -1.60622 -0.38023 -2.30219
C 1.50153 -3.04114 -3.67625
C 1.30417 1.32338 2.09723
C -2.73783 2.92149 4.46149
C -0.28000 -3.16479 -5.26062
C -0.00415 1.07988 2.87939
B -1.24486 1.42182 1.93074
H -2.47587 1.88655 4.68975
H -2.48675 4.28273 2.80593
H -0.24192 -2.13231 -5.62689
H 0.34597 -3.78081 -5.91435
H -1.30693 -3.52067 -5.32268
H 0.01487 1.69445 3.78070
H 0.54413 0.02906 -1.01060
H 1.14928 1.46237 -3.65217
H -2.66652 -0.24246 -2.09243
H 0.62168 1.76741 -1.28208
H -1.71797 1.15829 0.02808
H -1.50440 -0.75251 -3.32460
H 1.13693 -1.85989 -1.95223
H 2.37629 0.83070 -2.56385
H 1.71529 2.31224 2.30715
H -1.20620 -1.13165 -1.61547
H 2.76847 -1.70031 -2.60716
H 0.30109 -2.35722 2.52738
H 1.18499 1.21329 1.01918
H 0.44771 -0.74305 -4.09313
H -1.75378 -0.60620 4.37324
H 2.04394 -2.99220 -4.62566
H -2.43497 3.53777 5.30950
H 1.89086 -3.88529 -3.10153
H 0.43815 -0.52496 4.26813
H -3.82032 2.97822 4.35146
H -0.97923 3.58966 3.39058
H 0.17021 -1.08673 1.29750
*
```

E_HOMO, eV: -8.79
Gap between HOMO and LUMO, eV: 9.2
SMILES: CCOB(O)[C@@H]1CS(=O)(=O)OC[C@@H]1O.COCCNCCOC

=====

Formula: C6H11N4
Source: the OMol25 dataset
Level of theory: ωB97M-V/def2-TZVPD

The geometry in ORCA input format:
```
! wB97M-V def2-TZVPD RIJCOSX def2/J DEFGRID3
* xyz 1 1
N -2.06281 -1.27576 1.77020
N -0.05465 -0.50766 0.26668
N 0.13785 1.19568 -1.35566
N 1.22322 -0.77767 0.30566
C 0.22030 -1.99243 1.81930
C 1.46462 -1.72712 1.22626
C -0.73182 -1.23921 1.15958
C 0.09580 1.55788 -2.80900
C 1.01057 2.00230 -0.57362
C -0.38033 0.06164 -1.09458
H -0.55209 2.38930 -2.87271
H -0.34357 0.66118 -3.37165
H 1.96241 2.28147 -0.98930
H 1.17150 1.81390 0.46503
H 2.32029 -2.41027 1.32769
H -2.87248 -1.40289 1.16137
H 0.63506 2.98301 -0.49341
H -2.04613 -2.12454 2.40996
H 1.04640 1.76749 -3.34989
H 0.08592 -2.86297 2.54263
H -2.33005 -0.39334 2.45543
*
```

E_HOMO, eV: -12.10
Energy relative to the best compared isomer or geometry (same formula, charge and spin), kJ/mol: 497.5
Gap between HOMO and LUMO, eV: 8.1

=====

Formula: CH11O5
Source: the OMol25 dataset
Level of theory: ωB97M-V/def2-TZVPD

The geometry in ORCA input format:
```
! wB97M-V def2-TZVPD RIJCOSX def2/J DEFGRID3
* xyz -1 1
O -2.46563 0.88639 -0.80163
O -1.31180 -1.89084 -2.21915
O 1.98963 0.74157 -0.25224
O 2.67268 2.29437 1.96280
O -0.15686 -0.64336 -0.35933
C -0.45050 -0.77239 1.00269
H 1.81908 2.73006 2.08955
H -0.78306 -1.39857 -1.41092
H -1.02845 -1.67745 1.23061
H 0.48885 -0.76070 1.58585
H -1.01770 0.10730 1.33824
H -1.81182 0.15735 -0.81397
H 1.12479 0.24109 -0.36571
H -0.68674 -2.61328 -2.33008
H -3.27499 0.46937 -1.11660
H 2.51454 0.61891 -1.04222
H 2.37797 1.51020 1.50212
*
```

E_HOMO, eV: -4.76
Energy relative to the best compared isomer or geometry (same formula, charge and spin), kJ/mol: 41.1
Gap between HOMO and LUMO, eV: 8.7

=====

Formula: C26H45Br2F3N6O5S
Source: the OMol25 dataset
Level of theory: ωB97M-V/def2-TZVPD

The geometry in ORCA input format:
```
! wB97M-V def2-TZVPD RIJCOSX def2/J DEFGRID3
* xyz 0 1
Br -1.47876 -1.70537 -5.85625
Br -0.63513 1.31666 -5.05433
S 3.57431 3.94647 -3.52444
F 1.18304 -1.88918 -6.78327
F 0.90433 -2.48511 -4.49076
F 1.76159 0.52529 -6.32179
O -4.46579 -1.01264 2.48843
O -2.12028 -3.89677 3.30615
O -5.64398 0.22252 1.17891
O 0.52831 2.24562 -1.97915
O -3.54483 0.62004 1.43250
N 0.84792 2.20748 0.94237
N -4.55156 -0.05670 1.69999
N -3.08344 3.66069 1.26245
N -2.32466 5.41050 2.78048
N -1.74930 3.00174 3.19147
N 1.67821 4.32624 -1.13791
C 1.21272 -5.05165 0.39110
C -0.07097 -0.20937 0.31453
C 1.15909 0.89249 0.19439
C 3.37390 -0.78768 0.16874
C -0.79795 4.35497 -1.94322
C -0.53394 5.96858 -1.97725
C 1.55653 -4.21304 -0.97596
C -0.54363 -0.48116 1.89575
C -0.81584 -0.80224 3.25994
C -0.19647 3.05945 0.26758
C 0.94180 0.05393 -5.14320
C 2.84125 -2.34844 0.45046
C -1.09641 -5.72522 1.73120
C 2.40296 4.31925 -2.30234
C 2.92233 -3.30019 -0.90157
C -1.91015 4.08218 2.11918
C 2.50330 0.32314 0.98759
C -0.32490 -4.56954 0.83926
C -2.44902 -5.02012 2.41023
C 1.94291 0.16788 -3.83852
C 1.21678 -0.09954 -2.39251
C 0.43038 3.48442 -1.21063
C -0.51178 4.32194 1.25766
C 0.48307 -1.48232 -5.51444
C -1.52092 -4.35138 4.57214
C 1.39000 1.22730 -1.38495
H 1.49876 -1.10752 -1.87042
H -1.58957 6.51772 -1.98354
H 0.58708 2.05702 1.94124
H -0.79546 3.98723 -3.07467
H -1.12063 2.37224 0.03283
H 3.83863 -4.05039 -0.75885
H 0.05669 6.24834 -2.97589
H 3.58812 -2.85647 1.23166
H -3.11155 2.62266 1.13291
H 0.66804 -3.45124 -1.21104
H -0.41663 -6.20276 2.55969
H -1.61641 -3.44713 5.33642
H 0.22722 -1.28855 -0.08476
H -0.37369 -4.59335 4.49645
H 0.04995 6.40280 -1.05947
H 2.30752 1.30460 -3.81699
H -1.80555 4.05036 -1.43033
H 2.52930 1.55043 -1.52005
H -0.95476 -4.47010 -0.16939
H 0.04495 -0.15736 -2.60224
H 4.46415 -0.77174 0.65907
H -2.12713 -5.26541 5.02457
H -3.07688 -4.61572 1.47964
H 1.78555 -2.37333 0.98139
H -1.34594 -0.88569 4.31382
H -2.71583 2.87190 3.60995
H -3.13894 -5.84698 2.91297
H -0.32094 -3.51901 1.36954
H 1.76521 2.74691 0.96770
H 1.67720 -5.00470 -1.84030
H 1.92030 -4.83919 1.29867
H 0.37304 4.40570 2.05421
H 2.22288 -0.17438 2.03602
H -2.77764 5.96945 2.00033
H 3.55089 -0.56372 -0.96703
H -0.62593 5.36161 0.73751
H 3.16247 -2.70066 -1.88726
H -3.10068 4.14141 0.33062
H -1.55439 2.07291 2.71917
H -1.47191 -6.56544 1.00516
H 3.26360 1.19726 1.27654
H 2.90846 -0.46927 -4.02551
H 1.25189 -6.23021 0.20997
H -3.14705 5.16381 3.40584
H -1.03943 0.15483 -0.25616
*
```

E_HOMO, eV: -7.01
Gap between HOMO and LUMO, eV: 5.2

=====

Formula: C30H26As2GaN5O8
Source: the OMol25 dataset
Level of theory: ωB97M-V/def2-TZVPD

The geometry in ORCA input format:
```
! wB97M-V def2-TZVPD RIJCOSX def2/J DEFGRID3
* xyz 2 1
As 0.47583 -1.04495 0.62795
As -1.82309 -3.47105 -1.52775
Ga -0.22699 2.17920 -0.25627
O 0.40924 -2.50840 -3.10452
O -0.88360 -5.86733 -1.15605
O -3.73844 -0.28340 -1.10394
O -1.94554 0.83481 -0.73194
O 2.56704 -3.41048 1.81372
O 1.94934 -1.40691 -1.89798
O 2.53778 -4.00363 -0.30703
O -0.04868 -6.13941 0.84369
N -1.63729 2.73667 1.25175
N 0.10527 4.33994 -0.39148
N -4.74132 -0.12073 2.23463
N 1.83325 2.34692 -0.61404
N -5.89614 3.91166 0.64337
C 2.68521 1.36058 -0.82387
C 1.39145 4.65924 -0.28493
C 4.57819 2.80091 -0.55324
C -4.53423 -1.38550 -1.56616
C 4.07289 1.54628 -0.79979
C 3.23831 6.23372 -0.01975
C -0.81951 5.28397 -0.34371
C 0.71807 -1.84022 -2.16050
C 0.31925 -5.68412 2.14646
C -4.11859 2.21647 1.37960
C -0.48214 6.62999 -0.16942
C 0.52865 -3.09995 0.44272
C -2.44119 -0.29768 -0.99243
C -2.77902 2.49909 1.26582
C 1.93460 -2.84334 2.95812
C -0.42477 -5.36820 -0.15249
C -5.10241 3.14741 0.98299
C -4.48207 0.94519 1.88086
C 1.83376 5.97107 -0.09912
C -0.42696 -3.85149 -0.10194
C -0.26340 -1.27863 -1.15782
C 2.31915 3.59035 -0.41187
C 4.13137 5.22336 -0.15127
C 2.96619 -1.79205 -2.84997
C -1.19779 -1.06955 1.66352
C 0.84546 6.97295 -0.03054
C -1.59569 -1.42238 -1.33457
C -3.37733 -3.89809 -0.38365
C 1.95259 -3.56394 0.64572
C 3.69060 3.87507 -0.36303
H -1.85057 4.97506 -0.45623
H 3.87132 -1.27664 -2.54485
H -0.97882 -1.38671 2.68317
H -3.63304 -3.13596 0.35215
H 0.84723 -2.93202 2.92065
H 4.72867 0.70478 -0.97154
H -1.91252 -1.76217 1.22186
H 2.66855 -1.49186 -3.85263
H 3.11120 -2.86869 -2.82131
H -4.24224 -4.10402 -1.01068
H -4.88511 -1.96751 -0.71846
H 0.06745 -6.49648 2.82168
H 3.56598 7.25387 0.12956
H -1.65461 -0.08131 1.72388
H 1.15344 7.99994 0.11835
H 5.64443 2.98404 -0.51390
H 2.27395 0.38577 -1.04451
H 2.21560 -1.79215 3.04380
H -0.23371 -4.78794 2.42658
H 1.39315 -5.51049 2.19921
H 5.19728 5.40635 -0.11992
H -1.25999 7.37924 -0.14457
H -3.98513 -2.00705 -2.27177
H -3.12864 -4.82475 0.13270
H 2.31618 -3.38136 3.82188
H -5.38742 -0.93535 -2.06491
*
```

E_HOMO, eV: -13.50
Energy relative to the best compared isomer or geometry (same formula, charge and spin), kJ/mol: 247.8
Gap between HOMO and LUMO, eV: 4.9

=====

Formula: C4H9N
Source: the OMol25 dataset
Level of theory: ωB97M-V/def2-TZVPD

The geometry in ORCA input format:
```
! wB97M-V def2-TZVPD RIJCOSX def2/J DEFGRID3
* xyz 0 1
N 0.84881 1.42716 -0.01391
C 1.13594 -1.02772 -0.07577
C -1.17574 -0.13995 0.72288
C -1.03031 0.05682 -0.80307
C 0.14899 0.11427 0.02177
H -1.39660 1.03213 -1.03888
H -1.53270 0.63915 1.26971
H 1.79412 -1.34028 0.87712
H 0.13638 2.14623 -0.30127
H -1.26338 -0.75959 -1.43363
H 0.49360 -1.95925 -0.30599
H 1.34804 1.70410 0.85504
H -1.26456 -1.12529 1.17207
H 1.75742 -0.76777 -0.94607
*
```

E_HOMO, eV: -8.85
Energy relative to the best compared isomer or geometry (same formula, charge and spin), kJ/mol: 124.9
Gap between HOMO and LUMO, eV: 10.0
SMILES: CC1(N)CC1

=====

Formula: C22H53N3O14
Source: the OMol25 dataset
Level of theory: ωB97M-V/def2-TZVPD

The geometry in ORCA input format:
```
! wB97M-V def2-TZVPD RIJCOSX def2/J DEFGRID3
* xyz 0 1
O -3.47819 8.69460 5.84258
O -0.40400 -4.96934 -5.50291
O 1.82181 2.43299 -7.71869
O -5.78562 -5.22045 0.52784
O 7.06641 6.58960 2.01615
O 2.33389 1.60389 -1.49739
O 6.17001 8.23186 0.62739
O 0.52708 0.35253 -1.46281
O -2.70954 0.30277 6.52353
O 0.59865 1.96192 -0.11182
O -5.62244 1.49214 -1.59482
O 5.17862 6.29815 0.85773
O 1.25315 -5.63730 0.39373
O 4.16221 -1.91997 0.34990
N -2.25428 6.81228 5.63088
N -5.21032 -5.87420 -1.64664
N 1.69278 -4.28040 -5.88373
C 6.59919 5.20547 3.90502
C 2.05619 -5.18173 -6.97887
C -0.74533 0.21422 -0.79720
C -5.27751 -5.64266 -3.07700
C -5.83714 0.14184 -1.19967
C -1.23557 5.93964 6.16102
C -5.97781 -5.33986 -0.73972
C 5.25912 5.20777 1.73824
C -0.69960 1.44176 0.21568
C 6.16085 7.12808 1.10102
C -2.97764 -0.93485 5.89903
C -2.48793 8.02741 6.12346
C 1.26421 -7.04874 0.32848
C -0.72976 -1.12482 -0.12567
C 1.20249 1.35279 -1.05999
C -3.12937 6.12215 4.69902
C -3.92568 -6.34003 -1.14349
C 0.48564 -4.21372 -5.21553
C 6.60840 5.26151 2.38338
C 4.26823 -1.38648 1.70251
C 1.34970 2.16396 -6.43213
C 2.68980 -3.25898 -5.52655
H 2.59909 -2.36936 -6.14980
H 0.24808 -7.40316 0.50164
H -4.96788 -6.66320 -3.30225
H -3.60077 5.28571 5.21502
H 1.87573 1.36568 -5.90853
H -1.50696 2.15439 0.04707
H 7.31760 4.55222 1.95671
H 5.72248 5.74214 4.26762
H 2.98012 -5.75082 -6.87590
H -5.45142 -0.54003 -1.95755
H -1.73062 -1.40694 0.20110
H -0.24799 -1.88531 -0.74021
H 2.12658 -5.33259 0.13707
H -3.77177 6.85176 4.20596
H 3.80798 -1.20138 -0.17901
H -3.83154 -0.91631 5.22182
H 5.11876 4.23769 1.26143
H 3.69443 -3.62883 -5.73155
H -1.51538 0.43264 -1.53707
H -0.79212 6.32765 7.07802
H -3.17366 -1.79782 6.53539
H -6.86817 -4.94088 -1.24991
H 0.48500 -3.51350 -4.36588
H 1.52209 -7.23999 -0.71316
H -0.13745 -1.11799 0.78932
H 2.27538 -4.60028 -7.87440
H 6.61544 4.17179 4.25046
H -3.51197 -7.18034 -1.70101
H -4.13230 -6.67989 -0.12864
H 3.51015 -0.61068 1.80996
H 4.46958 5.36678 2.47271
H 4.13264 -2.15639 2.46210
H -2.22660 -1.07804 5.12217
H -6.33316 2.07363 -1.31488
H -1.66696 4.95850 6.35947
H -4.57039 -4.87823 -3.39908
H -5.44145 -0.10527 -0.21455
H -6.31033 -5.57581 -3.41889
H 7.40205 5.74060 4.41211
H -2.65635 5.71367 3.80599
H 1.54115 2.99170 -5.74928
H -0.50411 5.74605 5.37643
H -2.92577 0.24596 7.45714
H 1.19337 -5.81390 -7.18864
H 5.19256 -0.86225 1.94519
H -0.92173 1.00246 1.18819
H -6.92665 0.14544 -1.23234
H 2.54699 -3.18965 -4.44817
H -3.17885 -5.54641 -1.16606
H 0.27698 1.97338 -6.46476
H -1.67268 8.27966 6.81912
H 1.99064 -7.56988 0.95203
H 1.66947 1.58982 -8.15166
*
```

E_HOMO, eV: -9.41
Gap between HOMO and LUMO, eV: 9.3
SMILES: C[C@H]1COC(=O)O1.C[C@H]1COC(=O)O1.CN(C)C=O.CN(C)C=O.CN(C)C=O.CO.CO.CO.CO.CO

=====

Formula: C3CoO2
Source: the OMol25 dataset
Level of theory: ωB97M-V/def2-TZVPD

The geometry in ORCA input format:
```
! wB97M-V def2-TZVPD RIJCOSX def2/J DEFGRID3
* xyz 1 5
Co 0.62087 1.32963 -1.02881
O 1.02845 -0.52273 2.12116
O -1.21526 0.89985 -1.30240
C 0.53719 -0.89134 1.12344
C -1.14689 -0.25699 -0.70912
C 0.17565 -0.55843 -0.20427
*
```

⟨S²⟩: 6.02
E_HOMO (alpha / beta), eV: -14.66 / -14.94
Gap between HOMO and LUMO (alpha / beta), eV: 7.9 / 7.5